Record 1
# C24H28N2O5S2

A single C24H28N2O5S2 molecule (ωB97M-V/def2-TZVPD, the OMol25 dataset).

```
61
Properties=species:S:1:pos:R:3:forces:R:3
C 0.183462 3.551385 5.683705 0.0 0.0 -0.3
H 1.123463 3.358013 6.192884 0.1 0.0 0.1
H -0.275607 4.432587 6.124642 0.0 0.1 0.1
H -0.474469 2.698247 5.833032 -0.1 0.0 0.2
C 0.384446 3.766408 4.182635 -0.6 0.6 0.2
N 0.826347 2.561185 3.495818 -0.7 -0.7 -0.2
S -0.269821 1.312245 3.413174 0.4 -0.1 -0.4
O -1.581993 1.878113 3.299527 -0.1 0.3 -0.1
O -0.045734 0.320971 4.429533 0.2 0.0 -0.1
C 0.173712 0.605092 1.824210 0.0 0.2 0.5
C 0.064907 1.412539 0.708194 0.1 0.0 -0.1
C 0.310225 0.870294 -0.542160 0.1 0.0 -0.1
C 0.649218 -0.466000 -0.638535 0.1 -0.2 -0.3
C 0.799124 -1.263926 0.479797 0.1 0.0 0.1
C 0.553416 -0.720762 1.730671 0.1 -0.1 0.1
H 0.631734 -1.302636 2.635846 0.0 -0.1 0.0
H 1.090056 -2.294138 0.353475 0.0 -0.2 0.1
S 0.882968 -1.214263 -2.253068 0.0 0.2 0.5
O 0.599941 -0.233485 -3.261421 -0.3 0.1 0.2
O 2.172592 -1.841501 -2.259643 0.0 -0.3 0.1
N -0.282878 -2.429886 -2.225344 0.6 0.5 0.2
C 0.142078 -3.662307 -2.879623 0.2 -0.2 -0.3
C 0.192518 -3.531617 -4.364766 0.8 0.1 0.0
C 1.140959 -2.990502 -5.181230 -0.4 -0.3 0.4
C 0.615291 -3.059076 -6.494664 -0.5 -0.2 -0.1
C -0.612401 -3.630922 -6.377388 0.5 0.3 -0.6
O -0.882196 -3.917594 -5.091639 -0.3 -0.2 0.3
H -1.362160 -3.881450 -7.101403 -0.2 -0.1 0.0
H 1.088848 -2.727841 -7.395657 0.0 0.0 -0.2
H 2.084384 -2.591512 -4.872192 0.2 0.1 0.1
H -0.553688 -4.455508 -2.592642 0.1 0.1 0.0
H 1.138888 -3.880583 -2.495550 -0.1 -0.2 -0.1
C -1.595041 -1.937685 -2.622747 -0.4 0.3 -0.1
C -2.140502 -1.019070 -1.565920 -0.4 0.1 0.0
C -2.504724 0.284607 -1.868478 -0.1 -0.2 0.0
C -2.976994 1.127957 -0.876089 -0.1 0.1 0.0
C -3.083254 0.679387 0.428887 -0.1 0.1 -0.1
C -2.733159 -0.625653 0.734708 0.0 -0.1 0.0
C -2.271792 -1.470732 -0.257266 -0.2 0.1 -0.1
H -1.996437 -2.488452 -0.022843 0.1 -0.1 0.1
H -2.817055 -0.976899 1.752053 0.0 -0.1 0.1
H -3.421646 1.338948 1.212644 0.0 0.1 0.1
H -3.256355 2.141407 -1.123483 0.0 0.1 0.0
H -2.405985 0.641490 -2.883015 0.1 0.0 -0.1
H -2.250610 -2.805598 -2.741333 0.1 0.0 0.0
H -1.531316 -1.410152 -3.582349 -0.1 -0.2 0.0
H 0.225242 1.449964 -1.447285 -0.1 0.1 0.0
H -0.227650 2.441987 0.835486 0.0 0.2 -0.1
C 2.172065 2.117860 3.788851 0.6 -0.2 -0.1
C 3.161087 3.220029 3.421763 -0.1 -0.1 0.2
C 2.808366 4.501319 4.171474 0.0 0.0 -0.2
C 1.366781 4.898406 3.862025 0.0 -0.2 0.1
H 1.085762 5.784496 4.432298 -0.1 0.0 0.0
H 1.288518 5.136038 2.799614 0.0 0.1 0.0
H 2.932927 4.344627 5.243893 0.1 0.0 0.1
H 3.482209 5.306344 3.873055 0.0 0.0 0.1
H 4.173308 2.896298 3.666732 0.0 0.0 0.0
H 3.105622 3.400094 2.346769 0.1 0.0 -0.1
H 2.347270 1.222302 3.187730 0.2 0.0 0.1
H 2.278624 1.839836 4.845195 0.0 0.0 -0.1
H -0.592046 3.995252 3.743116 0.2 0.1 0.1
```
Positions in Å, forces in eV/Å.

For the orbital gap, the calculation gives 8.8 eV. The energy above the lowest of the compared OMol25 structures with the same formula, charge and spin comes out at 73.2 kJ/mol. As for the total charge: 0. Its lowest unoccupied orbital energy is 0.1 eV. The SMILES is C[C@H]1CCCCN1S(=O)(=O)c1ccc(S(=O)(=O)N(Cc2ccccc2)Cc2ccco2)cc1. The highest occupied orbital energy comes out at -0.319 Ha. For the calculated total energy, the calculation gives -2213.3965 Eh.

Record 2
# C24H36BN6NaO5S3

A molecular structure, C24H36BN6NaO5S3 (ωB97M-V/def2-TZVPD, the OMol25 dataset).

```
76
Properties=species:S:1:pos:R:3:forces:R:3
Na 0.277392 -0.225691 -0.257344 0.4 2.0 1.7
C -1.182686 -1.438765 3.097742 -0.1 0.1 0.0
C -1.017738 0.029726 3.261997 0.0 0.2 0.1
C -1.269168 0.848383 4.376423 0.0 0.3 0.1
C -0.925714 2.120355 3.959090 -0.2 -0.1 0.4
C -1.025051 3.403493 4.716296 0.1 0.0 -0.2
N -0.502738 2.026048 2.677709 -0.1 0.5 0.6
N -0.570819 0.764032 2.266410 -0.4 -1.1 -0.5
B 0.085899 3.114664 1.779625 -0.1 -0.2 -0.1
N -0.886432 3.389837 0.617893 -0.2 0.8 -0.1
N -1.401281 2.360590 -0.051355 0.0 -1.1 -0.3
C -2.197884 2.834304 -0.988341 0.1 0.3 0.1
C -2.925333 1.916788 -1.904551 0.1 0.0 0.1
C -2.203895 4.238331 -0.933643 0.1 0.1 0.2
C -1.350971 4.553102 0.109071 -0.2 0.2 -0.1
C -0.957481 5.907215 0.597531 0.1 -0.1 0.0
N 1.438282 2.613956 1.227741 0.4 0.6 -0.1
N 1.711226 1.312380 1.150292 0.2 -1.0 -0.2
C 2.950446 1.164672 0.722211 0.2 0.5 0.1
C 3.528338 -0.194821 0.549185 -0.2 0.0 0.0
C 3.515868 2.432129 0.506605 0.0 0.2 0.1
C 2.512964 3.329062 0.836431 0.4 0.0 0.0
C 2.566443 4.817805 0.775966 -0.1 -0.1 0.0
H -0.779289 -1.982928 3.952990 0.1 -0.1 0.0
H -0.661362 -1.731345 2.189579 0.0 -0.3 0.0
H -2.235604 -1.700359 2.992462 -0.1 -0.1 0.0
H -1.641193 0.563609 5.343451 -0.1 0.0 0.2
H -1.437661 3.223358 5.707889 0.0 -0.1 0.0
H -1.675512 4.105516 4.194668 0.0 0.1 0.0
H -0.047245 3.870725 4.830725 0.0 0.1 0.0
H 0.253574 4.122275 2.408850 0.0 0.2 0.1
H -2.304258 1.038558 -2.062328 -0.1 -0.1 -0.2
H -3.140366 2.411678 -2.851472 -0.1 0.0 -0.1
H -3.860829 1.582512 -1.450452 -0.1 0.0 -0.1
H -2.735317 4.929455 -1.564593 -0.1 0.1 -0.1
H -1.651074 6.655268 0.215452 0.0 0.0 0.0
H 0.042473 6.162911 0.248444 0.1 0.1 0.0
H -0.949163 5.948997 1.685261 0.0 0.1 0.1
H 3.369993 -0.770074 1.457959 0.1 -0.1 0.1
H 4.592281 -0.152856 0.321522 0.0 0.0 0.0
H 3.002525 -0.711043 -0.255082 0.2 -0.1 -0.1
H 4.510920 2.677679 0.176336 0.1 0.0 -0.1
H 3.590665 5.161875 0.920398 0.0 0.0 0.0
H 1.925914 5.249116 1.539916 0.0 0.2 0.1
H 2.224240 5.176911 -0.196615 0.0 0.1 0.0
O 2.280602 -3.163070 -1.826486 -0.2 -0.1 0.1
S 1.136106 -2.277338 -1.626761 1.5 -1.5 -0.7
O 1.529782 -0.877251 -1.870633 0.1 0.2 -0.5
O 0.596440 -2.361538 -0.240971 0.6 -0.4 0.3
O 0.019564 -2.687558 -2.566489 0.9 0.3 -0.3
C -2.730738 -2.419227 -2.804804 0.8 -0.1 0.6
S -1.606841 -2.198499 -1.322475 -4.3 -2.0 -0.1
O -1.311044 -0.771719 -1.366811 -0.5 1.6 -0.6
C -3.151876 -2.133062 -0.204280 0.3 -0.1 0.2
C -3.494597 -0.984478 0.497347 0.2 0.0 -0.3
C -4.468807 -1.023125 1.480570 -0.2 0.1 0.1
C -5.105502 -2.213839 1.797903 0.0 0.1 0.2
C -4.743865 -3.376706 1.133908 -0.1 -0.1 0.0
C -3.777016 -3.326690 0.142615 0.1 -0.1 -0.1
H -3.334396 -1.527226 -2.914046 -0.1 0.2 0.1
H -3.352235 -3.297000 -2.676863 -0.1 -0.2 0.1
H -2.049990 -2.540675 -3.634887 0.1 0.0 -0.3
H -2.957788 -0.072812 0.279453 0.1 0.2 0.0
H -4.715106 -0.119588 2.022650 0.0 0.1 0.0
H -5.855942 -2.241535 2.581017 0.0 0.0 0.0
H -5.211250 -4.318897 1.407106 0.0 0.0 -0.1
H -3.475840 -4.234528 -0.367840 0.0 -0.2 0.0
C 0.719767 3.703880 -3.068555 0.1 -0.9 -0.2
S 0.804234 1.871940 -3.134498 0.0 0.6 0.2
C 2.577927 1.686413 -2.869638 -0.3 0.1 -0.2
H 1.111827 4.053632 -2.119065 0.0 0.1 0.2
H -0.327909 3.966029 -3.145085 -0.2 0.1 0.0
H 1.277624 4.138146 -3.895134 0.1 0.1 -0.1
H 3.127790 2.015562 -3.751711 0.1 0.0 0.0
H 2.714424 0.625310 -2.686055 0.1 -0.1 0.0
H 2.879527 2.251536 -1.991754 0.0 0.0 0.1
```
Positions in Å, forces in eV/Å.

For the orbital gap, the calculation gives 6.2 eV. The energy above the lowest of the compared OMol25 structures with the same formula, charge and spin comes out at 159.8 kJ/mol. As for the total charge: -2. Its lowest unoccupied orbital energy is 4.0 eV. The highest occupied orbital energy comes out at -0.083 Ha. For the calculated total energy, the calculation gives -3022.7597 Eh.

Record 3
# C36H28BrF4N2OPRhS

A molecular structure, C36H28BrF4N2OPRhS (ωB97M-V/def2-TZVPD, the OMol25 dataset).

```
75
Properties=species:S:1:pos:R:3:forces:R:3
Rh 0.431553 -0.014299 0.315872 -1.9 -0.1 -0.5
O -0.750386 1.797838 -0.552186 0.1 -0.2 0.2
C -0.456157 3.060841 0.050724 0.0 0.1 0.0
C 0.701316 2.914712 0.987892 0.0 0.0 0.0
C 1.252484 4.052505 1.552833 0.0 0.0 0.1
C 2.306865 3.937993 2.438650 0.0 0.0 0.0
C 2.793134 2.673528 2.749236 0.0 0.1 0.0
C 2.207365 1.580466 2.160110 0.0 0.1 -0.1
N 1.181988 1.697371 1.295241 0.3 -1.1 -0.3
H -1.684926 1.767683 -0.794097 0.1 -0.1 -0.1
H -1.316149 3.440999 0.605560 -0.1 -0.1 0.0
H -0.208292 3.790218 -0.720171 0.0 0.0 -0.1
H 0.844237 5.022059 1.294055 0.0 0.0 0.0
H 2.746023 4.821978 2.882536 0.0 0.0 0.0
H 3.614324 2.540738 3.439249 0.0 0.0 0.0
H 2.552605 0.584521 2.376279 0.1 -0.1 -0.1
F -2.295023 -3.466914 5.800721 0.1 0.0 -0.1
C -1.518352 -3.134974 4.802491 -0.1 -0.1 0.2
C -0.302834 -3.774170 4.615856 0.0 -0.1 0.1
F 0.082837 -4.718418 5.440663 0.0 0.1 -0.1
C 0.506917 -3.409714 3.547708 0.0 0.0 -0.1
F 1.653998 -4.055923 3.382352 0.0 0.0 0.0
C 0.139976 -2.404893 2.661040 0.1 0.2 0.0
P 1.244214 -1.971868 1.289312 0.4 0.4 0.2
C 2.882161 -1.830536 1.955369 0.1 0.2 -0.1
C 3.079080 -1.417292 3.279225 0.0 -0.3 0.0
C 4.366527 -1.239572 3.754670 0.0 0.0 0.0
C 5.452338 -1.442035 2.909418 0.0 0.0 0.0
C 5.258078 -1.845693 1.593821 0.0 0.1 0.0
C 3.974800 -2.025593 1.103930 0.0 -0.1 0.1
C 1.127429 -3.281291 0.093111 -0.1 0.3 -0.3
C 1.949036 -4.406556 0.154974 -0.1 -0.1 0.0
C 1.747510 -5.429423 -0.758298 0.0 -0.1 0.0
C 0.755081 -5.326537 -1.725421 0.0 0.0 0.0
C -0.058109 -4.200174 -1.790054 0.0 0.0 -0.1
C 0.127976 -3.174226 -0.881815 0.2 -0.1 0.1
C -1.093917 -1.799728 2.867652 0.0 0.0 0.0
Br -1.740307 -0.485827 1.661749 0.4 0.3 0.1
C -1.917057 -2.140594 3.913813 -0.2 0.1 0.0
F -3.080801 -1.539128 4.080967 0.0 0.0 0.0
H 2.232926 -1.274076 3.942688 0.0 0.0 0.0
H 4.525994 -0.955984 4.787002 0.0 0.0 0.0
H 6.456074 -1.278812 3.280514 0.0 -0.1 0.0
H 6.112454 -2.026331 0.954869 0.0 0.0 0.0
H 3.820377 -2.333419 0.078210 0.0 -0.1 0.0
H 2.717737 -4.498555 0.911246 0.0 0.0 0.0
H 2.361151 -6.318956 -0.705249 0.0 0.0 0.0
H 0.614329 -6.129942 -2.436543 0.0 0.0 0.0
H -0.835469 -4.130908 -2.539396 0.0 0.0 0.0
H -0.506293 -2.289254 -0.926290 -0.1 0.0 0.0
N 1.351487 0.079298 -1.480093 0.4 0.8 0.8
S 1.342742 -0.757167 -2.892258 0.2 -0.3 0.1
C 3.017132 -1.331835 -3.134368 -0.1 0.0 0.2
C 3.982571 -1.102854 -2.170509 0.1 0.1 -0.2
C 5.272972 -1.561075 -2.410608 0.0 0.0 0.0
C 5.564810 -2.241503 -3.584569 0.0 0.0 0.0
C 4.576346 -2.454447 -4.539374 0.0 -0.1 0.0
C 3.282731 -2.010700 -4.314941 0.1 -0.1 -0.1
C 1.227726 0.510115 -4.115706 -0.2 0.1 0.2
C 0.034511 0.603937 -4.822465 0.0 0.0 0.0
C -0.107366 1.632175 -5.742719 0.0 0.0 0.0
C 0.923032 2.543972 -5.927168 0.0 0.0 0.0
C 2.113096 2.430740 -5.210515 0.0 0.0 0.0
C 2.276813 1.408948 -4.292403 0.0 0.0 -0.1
H 1.479536 1.076152 -1.629055 0.3 -0.1 -0.4
H 3.737006 -0.551470 -1.273090 0.0 0.0 0.0
H 6.052623 -1.370079 -1.683869 0.0 0.0 0.0
H 6.566477 -2.611738 -3.757420 0.0 0.1 0.0
H 4.811209 -2.966961 -5.462569 0.0 0.0 0.0
H 2.511016 -2.182797 -5.057118 0.0 0.0 0.0
H -0.761149 -0.114920 -4.667952 0.0 0.0 0.0
H -1.017411 1.711962 -6.321724 0.0 0.0 0.0
H 0.799592 3.354201 -6.633942 0.0 0.0 0.0
H 2.919047 3.132225 -5.379799 0.0 0.0 0.0
H 3.203895 1.304330 -3.741225 0.0 0.0 0.0
```
Positions in Å, forces in eV/Å.

For the orbital gap (alpha / beta), the calculation gives 5.5 / 5.7 eV. The energy above the lowest of the compared OMol25 structures with the same formula, charge and spin comes out at 115.5 kJ/mol. As for the total charge: +3. Its lowest unoccupied orbital energy (alpha / beta) is -11.1 / -11.0 eV. The highest occupied orbital energy (alpha / beta) comes out at -0.612 / -0.612 Ha. For the calculated total energy, the calculation gives -5395.9421 Eh.

Record 4
# C27H50F3GaN3OS3Sb

A molecular structure, C27H50F3GaN3OS3Sb (ωB97M-V/def2-TZVPD, the OMol25 dataset).

```
89
Properties=species:S:1:pos:R:3:forces:R:3
Ga -0.090142 -0.293442 0.263163 -0.1 -0.1 -0.1
F 4.065201 -0.969209 2.925591 0.0 0.0 0.0
C 4.110236 0.270288 3.427851 0.0 0.0 0.0
F 5.345214 0.742615 3.223754 0.0 0.0 0.0
F 3.928122 0.174440 4.753814 0.0 0.0 0.0
C 3.084911 1.208041 2.829162 0.0 0.0 0.0
C 3.247470 2.553627 3.127715 0.0 0.0 0.0
C 2.344798 3.485179 2.646001 0.0 0.0 0.0
C 1.302157 3.022795 1.868760 0.0 0.0 0.0
N 1.124313 1.732665 1.574275 0.0 0.0 0.0
C 1.993296 0.825949 2.045556 0.0 0.0 0.0
S 1.607236 -0.842461 1.622082 0.0 0.0 0.0
H 4.087357 2.864210 3.736280 0.0 0.0 0.0
H 2.449738 4.537981 2.863048 0.0 0.0 0.0
H 0.571776 3.710334 1.457927 0.0 0.0 0.0
C 0.585714 3.386979 -3.626300 0.0 0.0 0.0
C 0.601639 2.769008 -2.229814 0.0 0.0 0.0
C -0.441556 3.454524 -1.348312 0.0 0.0 0.0
C 2.000799 2.916604 -1.631312 0.0 0.0 0.0
Sb 0.093104 0.644908 -2.211528 0.0 0.0 0.0
C -1.898895 0.361040 -3.086806 0.0 0.0 0.0
C -2.900140 0.552208 -1.946876 0.0 0.0 0.0
C -2.025561 -1.050176 -3.653397 0.0 0.0 0.0
C -2.162989 1.382060 -4.188726 0.0 0.0 0.0
C 1.693912 -0.493693 -3.176815 0.0 0.0 0.0
C 1.226623 -1.916713 -3.469049 0.0 0.0 0.0
C 2.849039 -0.539798 -2.176118 0.0 0.0 0.0
C 2.121566 0.201609 -4.465013 0.0 0.0 0.0
H 0.875254 4.437754 -3.528312 0.0 0.0 0.0
H -0.395487 3.365707 -4.092894 0.0 0.0 0.0
H 1.300447 2.919586 -4.300774 0.0 0.0 0.0
H -0.172721 4.509277 -1.234279 0.0 0.0 0.0
H -0.492489 3.009992 -0.351982 0.0 0.0 0.0
H -1.437768 3.421371 -1.793577 0.0 0.0 0.0
H 2.188202 3.978163 -1.442386 0.0 0.0 0.0
H 2.769535 2.576173 -2.325080 0.0 0.0 0.0
H 2.122159 2.383469 -0.687658 0.0 0.0 0.0
H -2.806367 -0.219855 -1.180507 0.0 0.0 0.0
H -3.911057 0.486754 -2.359871 0.0 0.0 0.0
H -2.803558 1.531015 -1.469382 0.0 0.0 0.0
H -1.750746 -1.826725 -2.937388 0.0 0.0 0.0
H -1.432408 -1.178673 -4.557594 0.0 0.0 0.0
H -3.071724 -1.212851 -3.928504 0.0 0.0 0.0
H -2.217768 2.400691 -3.805388 0.0 0.0 0.0
H -3.133866 1.154081 -4.638101 0.0 0.0 0.0
H -1.418715 1.343769 -4.985389 0.0 0.0 0.0
H 0.799424 -2.401858 -2.589343 0.0 0.0 0.0
H 2.098485 -2.497938 -3.783626 0.0 0.0 0.0
H 0.500114 -1.962171 -4.276721 0.0 0.0 0.0
H 2.569103 -1.043767 -1.248538 0.0 0.0 0.0
H 3.233165 0.447749 -1.923408 0.0 0.0 0.0
H 3.671462 -1.105326 -2.624074 0.0 0.0 0.0
H 1.294675 0.329057 -5.166438 0.0 0.0 0.0
H 2.876024 -0.417066 -4.959491 0.0 0.0 0.0
H 2.576060 1.173832 -4.276914 0.0 0.0 0.0
C -1.306219 -5.017218 2.780518 0.0 0.0 0.0
N -1.358845 -3.735800 2.067048 0.0 0.0 0.0
C -2.600124 -2.989928 2.272583 0.0 0.0 0.0
C -0.486018 -3.413297 1.116038 0.0 0.0 0.0
S -1.021872 -2.409038 -0.225462 0.0 0.0 0.0
N 0.753078 -3.898533 1.146934 0.0 0.0 0.0
C 1.602619 -3.989140 -0.040346 0.0 0.0 0.0
C 1.447522 -4.216740 2.398518 0.0 0.0 0.0
H -2.311737 -5.435315 2.776570 0.0 0.0 0.0
H -0.981909 -4.896497 3.813351 0.0 0.0 0.0
H -0.646604 -5.707544 2.264598 0.0 0.0 0.0
H -2.859812 -3.065110 3.327844 0.0 0.0 0.0
H -3.409239 -3.416404 1.677721 0.0 0.0 0.0
H -2.465493 -1.947334 2.003073 0.0 0.0 0.0
H 0.997661 -4.025321 -0.939444 0.0 0.0 0.0
H 2.182098 -4.908218 0.034541 0.0 0.0 0.0
H 2.290743 -3.143208 -0.085223 0.0 0.0 0.0
H 0.920840 -3.780849 3.241695 0.0 0.0 0.0
H 2.437315 -3.763920 2.344340 0.0 0.0 0.0
H 1.559460 -5.291259 2.539186 0.0 0.0 0.0
O -1.659723 0.340395 1.212428 0.0 0.0 0.0
S -1.861766 1.738253 1.869883 0.0 0.0 0.0
C -1.484997 1.468573 3.612435 0.0 0.0 0.0
C -2.713569 0.791533 4.203958 0.0 0.0 0.0
C -3.904793 1.566027 3.648284 0.0 0.0 0.0
C -3.658659 1.748958 2.146609 0.0 0.0 0.0
H -1.320473 2.463180 4.036104 0.0 0.0 0.0
H -0.553713 0.905130 3.655217 0.0 0.0 0.0
H -2.679899 0.811085 5.292161 0.0 0.0 0.0
H -2.748469 -0.253014 3.888551 0.0 0.0 0.0
H -3.974875 2.540270 4.133703 0.0 0.0 0.0
H -4.849766 1.051499 3.813901 0.0 0.0 0.0
H -4.061335 2.673962 1.738338 0.0 0.0 0.0
H -4.015798 0.911042 1.547047 0.0 0.0 0.0
```
Positions in Å, forces in eV/Å.

For the orbital gap, the calculation gives 9.2 eV. The energy above the lowest of the compared OMol25 structures with the same formula, charge and spin comes out at 0.0 kJ/mol. As for the total charge: +2. Its lowest unoccupied orbital energy is -4.8 eV. The highest occupied orbital energy comes out at -0.512 Ha. For the calculated total energy, the calculation gives -4957.0932 Eh.